70
Properties=species:S:1:pos:R:3 method="wB97M-V/def2-TZVPD" charge=-1 lumo_energy_ev="1.510 / 1.388" spin_multiplicity=2 homo_lumo_gap_ev="6.97 / 7.67"
Tl 0.1926 2.0480 0.5999
Te -1.5949 4.5884 0.1025
S 0.7846 0.9846 2.9297
S 2.9335 1.8166 0.3709
P 2.5581 1.6984 2.3225
F -1.1791 3.2846 1.9656
F -1.2169 5.8195 1.5058
F -0.8965 -4.7696 2.9921
F -3.3206 5.5961 0.0202
F -2.0775 4.0763 -1.7969
F -1.0968 6.1194 -0.9005
O -0.2216 -0.3547 0.0894
O 3.6443 0.9200 3.1981
O 0.1748 4.0460 -0.1762
O 2.6958 3.2171 2.7905
O -2.0539 2.0515 -0.1572
O 0.4574 -4.8225 -2.1922
O 1.7686 -1.3525 0.6612
O -0.5087 -7.1717 1.5904
O -3.5864 1.0823 -1.4503
N -3.7785 -1.8488 -0.3628
N 0.0202 -5.9515 -0.2592
N -3.4170 -1.1842 -2.5194
N 0.1223 -3.6317 -0.2658
N -0.1056 1.8320 -1.8870
N -2.8603 -3.3424 -1.8822
C -0.2445 -3.6525 1.0674
C 2.4450 3.6081 4.1563
C -2.7820 0.3061 -4.2927
C -2.8090 -1.1573 -3.8491
C 0.2305 -4.7968 -0.9933
C -2.4074 1.4553 -1.2181
C 4.9688 0.6311 2.6973
C -0.3449 -6.0833 1.0850
C 5.0077 -0.7653 2.1072
C 0.7149 -1.2441 0.0446
C 3.6372 4.3934 4.6539
C -3.3254 -2.1142 -1.6065
C -1.6745 1.1972 -3.6997
C -0.4981 -4.7895 1.7178
C 0.4028 -2.3657 -0.9603
C -1.3050 1.0560 -2.2146
H -0.7500 1.0011 -4.2528
H 3.4519 4.7559 5.6688
H 1.2575 -2.5164 -1.6081
H 2.2709 2.7265 4.7713
H -1.9512 2.2392 -3.8784
H 3.8159 5.2491 3.9991
H 5.9963 -0.9678 1.6820
H -3.4074 -1.7421 -4.5512
H -0.3284 -2.6916 1.5630
H -1.0807 0.0180 -1.9820
H -3.7549 0.7344 -4.0475
H 1.5405 4.2128 4.1537
H 0.7129 1.5570 -2.4106
H -2.6802 0.3306 -5.3786
H -3.4903 -2.4363 0.3999
H -0.2917 2.8266 -2.0204
H 5.2521 1.3767 1.9515
H 5.6328 0.7228 3.5543
H 4.5317 3.7650 4.6552
H -2.9157 -4.0724 -1.1970
H 4.7894 -1.5070 2.8816
H 4.2458 -0.8543 1.3283
H -1.7987 -1.5856 -3.8321
H -3.6388 -0.2126 -2.1410
H -3.9227 -0.8699 -0.1383
H -0.4523 -2.0825 -1.5613
H 0.1491 -6.8095 -0.7661
H -2.6378 -3.5973 -2.8280

16
Properties=species:S:1:pos:R:3 method="wB97M-V/def2-TZVPD" lumo_energy_ev=1.007 homo_lumo_gap_ev=8.68 smiles=Cc1c[nH]c(C)c1
N 0.6534 1.4884 0.4042
C -1.0242 0.0240 0.2833
C 0.1261 -0.6231 0.7600
C 1.1993 0.2387 0.7083
C -2.2124 -0.6884 -0.2732
C 2.1851 -0.3837 -0.2875
C -0.6772 1.3544 0.1426
H -2.9755 0.0091 -0.6240
H -1.2869 2.2057 -0.1323
H -1.9152 -1.3032 -1.1365
H -2.6444 -1.3634 0.4670
H 2.7681 0.3830 -0.7853
H 1.1057 2.3798 0.5518
H 2.8182 -1.1605 0.1406
H 1.5902 -0.8714 -1.0833
H 0.2896 -1.6893 0.8644

Calculated values (eV Å⁻¹) of max |F| for the records, taken in order: 3.046 0.736.